(1)
The following is a DFT calculation (wB97M-V/def2-TZVPD) of a molecular structure, C25H47ClINO3Si2Zn.

Energy   -4377.4830 Ha
E_HOMO   -7.438 eV
Charge   0
Energy relative to the best compared isomer or geometry (same formula, charge and spin)   0.8 kcal per mole
Max |F|   0.053 Eh/bohr

XYZ file:
```
81
Properties=species:S:1:pos:R:3:forces:R:3
O -1.501609 2.819306 -0.240423 0.12 -0.96 1.73
O -1.296860 4.846299 -2.343471 -0.15 1.71 -0.79
C -2.821033 2.399212 0.170242 0.06 0.51 0.19
C -2.899813 1.601142 1.483978 -0.21 0.17 0.13
H -3.209790 1.768666 -0.639970 0.15 0.20 0.00
H -3.445902 3.328013 0.205726 0.18 -0.75 0.19
H -2.248373 0.708125 1.516495 -0.22 0.44 -0.22
H -3.935213 1.263546 1.598779 0.09 -0.02 -0.09
H -2.690617 2.216049 2.376070 -0.03 -0.17 -0.38
C -0.591390 3.081882 0.847176 -0.43 -0.22 -0.15
C -0.775575 4.528595 1.281614 -0.11 -0.11 -0.03
H 0.428208 2.860722 0.497400 -0.28 0.29 -0.21
H -0.777040 2.349932 1.657237 0.24 0.55 -0.29
H -0.867273 5.155321 0.383077 0.26 -0.18 0.24
H 0.056582 4.869679 1.902964 -0.15 0.06 0.00
H -1.720516 4.632073 1.830445 0.23 0.03 0.05
C -0.238080 5.377204 -3.151780 -0.11 -0.16 0.24
C -2.461245 5.680693 -2.402218 0.64 -0.38 0.27
C 0.945980 5.814344 -2.305310 0.15 0.09 0.00
H -0.578848 6.274779 -3.709096 0.02 -0.66 -0.02
H 0.008918 4.560513 -3.851368 0.27 0.53 0.12
H 0.679602 6.661208 -1.647561 0.04 -0.47 -0.20
H 1.720966 6.177395 -2.991055 0.08 -0.13 0.20
H 1.347790 4.989846 -1.695183 -0.15 0.29 -0.20
C -2.203211 7.015509 -1.726209 -0.23 0.22 0.14
H -3.205755 5.066042 -1.893064 -0.22 0.38 0.04
H -2.779603 5.855865 -3.450461 0.08 -0.25 0.36
H -1.728555 6.896331 -0.739182 -0.22 -0.04 -0.37
H -3.166171 7.510864 -1.589138 0.07 0.21 0.04
H -1.567231 7.667373 -2.347420 -0.23 -0.22 0.26
H -1.142904 2.984970 -2.039623 -0.05 -1.91 -1.91
Zn -0.318441 -0.218765 -1.115824 0.15 0.10 1.61
C -1.088083 2.113227 -2.800517 -0.29 1.45 -0.05
Si -2.217465 2.271212 -4.346296 0.23 -0.15 0.50
H -0.048295 2.044061 -3.129911 0.20 -0.27 -0.09
H -1.393438 1.192619 -2.300656 -0.03 0.20 -0.23
C -3.975608 2.655085 -3.855438 -0.25 -0.11 -0.07
C -2.240406 0.666090 -5.327160 -0.05 -0.11 -0.17
C -1.741243 3.570180 -5.611467 0.10 0.27 0.06
C -1.797170 -1.138475 -1.924319 -0.06 -0.37 -0.47
Si -1.507411 -2.933009 -1.468555 -0.55 -0.11 -0.11
H -1.789020 -1.123393 -3.025691 0.05 0.22 0.38
H -2.763840 -0.717437 -1.586370 0.46 -0.26 -0.02
C -1.993965 -3.894729 -3.020952 0.30 -0.30 0.15
C -2.604594 -3.419477 -0.032098 -0.04 -0.07 0.12
C 0.266613 -3.388620 -1.002829 0.23 -0.01 0.00
H -2.440828 3.535078 -6.457091 0.11 -0.10 0.15
H -0.740408 3.360819 -5.995149 0.04 0.15 -0.09
H -1.763364 4.592284 -5.214892 0.04 -0.21 -0.12
H -4.440447 1.795429 -3.358899 -0.02 0.17 0.00
H -4.534429 2.857642 -4.782320 0.01 -0.06 0.28
H -4.055796 3.531581 -3.208898 -0.04 -0.11 -0.03
H -2.346000 -0.231989 -4.714130 0.01 0.13 -0.04
H -1.330461 0.561901 -5.929998 -0.06 -0.03 0.10
H -3.086841 0.675413 -6.028740 0.15 0.05 0.10
H -3.534088 -2.835102 -0.090153 0.13 -0.25 0.13
H -2.102196 -3.199604 0.925967 -0.28 -0.06 -0.36
H -2.849886 -4.492345 -0.078586 0.02 0.30 0.14
H 0.352108 -3.541405 0.083686 0.00 0.10 -0.27
H 1.037024 -2.656339 -1.300839 -0.18 -0.23 0.03
H 0.511608 -4.340094 -1.497985 0.06 0.21 0.14
H -2.080443 -4.975518 -2.814626 0.03 0.34 -0.18
H -1.259901 -3.748579 -3.834701 -0.32 -0.05 0.28
H -2.964519 -3.516093 -3.351506 0.02 -0.12 -0.10
Cl 5.145369 -1.120016 2.935575 0.54 -0.03 0.23
C 3.536126 -1.058236 2.350391 -1.36 0.13 -0.02
C 2.530131 -1.778013 2.989645 0.61 0.51 -0.47
C 1.204031 -1.736796 2.553974 -0.34 1.10 -0.93
I -0.271977 -2.858651 3.485472 0.07 0.02 0.05
C 0.798393 -0.896170 1.466439 0.12 -0.90 0.64
O -0.400675 -0.776016 1.035808 0.22 0.02 -0.48
C 1.873755 -0.223712 0.768105 -0.05 -0.63 0.09
N 1.510795 0.313751 -0.429555 0.84 1.00 -0.26
C 2.410087 1.029469 -1.109702 -0.43 -0.47 0.09
C 3.742495 1.145017 -0.666234 -0.11 -0.03 0.10
C 4.151024 0.501994 0.485389 0.24 0.15 -0.49
C 3.224251 -0.238028 1.229220 -0.58 -0.57 0.22
H 2.787636 -2.364411 3.858532 0.04 -0.14 0.01
H 2.019989 1.479391 -2.033319 0.53 -0.16 0.36
H 4.459160 1.690368 -1.259801 -0.03 0.14 -0.06
H 5.195957 0.514663 0.810536 -0.40 0.10 -0.21
```
Positions in Å, forces in eV/Å.

(2)
The following is a DFT calculation (wB97M-V/def2-TZVPD) of 10 unconnected molecules or ions with the total composition C25H47N3O9.

Energy   -1821.9606 Ha
E_HOMO   -7.919 eV
Charge   0
Max |F|   0.091 Eh/bohr

XYZ file:
```
84
Properties=species:S:1:pos:R:3:forces:R:3
C -34.844606 -17.977805 1.079942 1.31 0.90 -1.99
C -35.805023 -18.420315 1.972289 0.15 1.97 1.64
C -35.891211 -17.347842 2.917668 -0.36 -0.93 -0.92
N -35.130327 -16.302180 2.445195 0.45 -0.52 1.26
C -34.395719 -16.692277 1.376137 -0.64 -0.95 -0.45
H -34.566533 -18.487373 0.169216 0.14 -0.14 0.09
H -36.314150 -19.355770 1.793058 -0.18 0.13 0.83
H -36.284025 -17.242679 3.918192 -0.50 -0.19 -0.28
H -34.902417 -15.498173 3.012422 -0.14 -0.15 -0.10
H -33.666347 -16.044085 0.913249 -0.19 -0.13 -0.06
C -42.114499 -17.678104 -1.298192 -1.66 0.88 -0.93
C -40.974053 -18.290202 -0.853384 1.75 -2.38 0.34
C -40.964654 -19.641676 -1.249571 -2.95 1.52 0.12
N -42.279337 -19.831330 -1.860583 2.87 0.73 0.26
C -42.864384 -18.589878 -2.009846 -0.37 -1.09 1.44
H -42.432248 -16.671686 -1.068940 0.11 0.01 -0.22
H -40.239419 -17.861497 -0.187849 0.17 0.07 -0.29
H -40.251125 -20.404172 -0.974123 -0.40 -0.20 -0.33
H -42.673954 -20.700708 -2.190092 0.32 0.27 -0.08
H -43.903413 -18.552321 -2.302125 0.17 0.21 -0.31
C -29.592063 -21.854633 -4.273041 1.00 0.82 -1.96
C -30.359249 -20.774420 -3.858236 -0.56 2.10 -1.49
C -30.355209 -19.803631 -4.904996 0.56 -0.52 0.87
N -29.498669 -20.244167 -5.930765 -1.84 -0.23 2.47
C -29.099242 -21.478265 -5.544371 1.07 -1.82 0.34
H -29.369443 -22.723463 -3.671397 0.10 -0.07 -0.42
H -30.845079 -20.700556 -2.896512 -0.17 0.24 -0.20
H -30.788418 -18.815142 -4.945275 -0.05 -0.16 0.02
H -29.350790 -19.796944 -6.824200 -0.02 -0.22 0.33
H -28.417023 -22.016617 -6.185588 -0.07 -0.14 0.06
O -39.719409 -9.133365 0.057186 4.53 -0.85 -0.78
C -38.483427 -9.340201 -0.041055 -3.84 -0.77 1.79
C -37.365256 -8.507259 0.575004 -0.53 1.40 -2.25
C -36.191468 -8.944645 -0.338121 0.62 1.46 1.27
C -36.509445 -10.370046 -0.587028 0.56 -0.94 -1.01
O -37.948618 -10.459763 -0.654354 -0.27 1.30 0.72
H -37.717131 -7.493890 0.381700 0.25 0.27 -0.32
H -37.220310 -8.425069 1.652187 0.03 -1.20 -0.02
H -36.067371 -8.482004 -1.317239 -0.86 0.65 0.14
H -35.244968 -8.696876 0.142337 0.15 -0.68 0.16
H -36.141144 -10.621783 -1.581562 -0.07 -0.44 0.09
H -36.044464 -11.046225 0.130377 -0.57 -0.20 0.21
O -32.810778 -10.223948 4.868611 0.74 0.27 0.99
C -31.925800 -9.883387 5.621999 -0.88 -0.22 -2.26
C -31.918791 -8.725369 6.562146 0.40 1.29 0.71
C -30.425479 -8.577256 6.993939 -0.98 -1.16 1.25
C -29.999911 -10.033114 6.718805 2.89 1.47 -0.15
O -30.702109 -10.461101 5.574779 -0.48 -0.45 0.56
H -32.363833 -7.845520 6.097492 0.11 -0.13 -0.23
H -32.601397 -8.960101 7.378878 0.24 -0.06 0.30
H -29.765999 -7.821049 6.568087 -0.53 -0.23 -1.10
H -30.221861 -8.368784 8.044270 -0.75 -0.13 0.33
H -28.943186 -9.914902 6.479090 0.14 -0.66 -0.46
H -29.982620 -10.737274 7.550648 -0.90 0.01 0.04
C -30.990786 -20.320165 3.689927 -1.98 1.38 -0.43
O -32.067470 -19.961236 4.625869 1.05 -1.08 0.38
H -30.658468 -19.324709 3.395433 0.97 -0.45 -0.47
H -30.192165 -20.988798 4.011252 -0.38 0.32 0.80
H -31.507130 -20.788915 2.852212 0.39 -0.13 -0.31
H -32.563507 -19.275836 4.172247 -0.08 -0.03 0.00
C -35.355551 -16.771094 9.397705 0.55 0.94 -1.34
O -35.926486 -18.057981 9.169766 0.68 0.58 0.65
H -34.267662 -16.747874 9.333967 0.16 -1.16 0.58
H -35.492785 -16.107836 8.543681 -0.89 0.12 -0.32
H -35.613434 -16.164174 10.265599 -0.49 -0.69 0.42
H -36.883887 -18.010175 9.221659 -0.04 0.21 0.01
C -41.438335 -17.035552 9.693954 0.35 2.81 0.37
O -40.811621 -17.116124 8.468815 0.90 -2.01 -2.33
H -40.913724 -16.177102 10.113404 -0.09 -0.15 1.49
H -42.444088 -16.632438 9.575281 -0.56 -0.84 0.29
H -41.306913 -17.931912 10.300056 -0.24 0.08 -0.36
H -40.680075 -16.293722 7.991384 -0.34 0.13 0.55
C -27.690126 -16.094350 -0.741299 -0.40 -1.40 -0.05
O -28.654104 -17.087000 -0.268402 0.22 1.33 0.45
H -27.677531 -15.211889 -0.101617 -0.49 -0.28 0.17
H -26.688502 -16.522121 -0.698287 0.10 0.04 -0.19
H -27.934868 -15.789119 -1.758666 0.09 0.04 -0.03
H -28.622115 -17.926006 -0.733831 0.45 0.27 -0.35
C -29.780942 -9.988781 0.021366 -0.36 0.22 0.74
O -28.410262 -10.112598 -0.314936 -0.11 -0.13 -0.13
H -30.170500 -10.815865 0.614899 0.29 -0.39 0.01
H -29.880819 -9.117978 0.669303 -0.47 0.24 -0.21
H -30.441209 -9.910826 -0.842386 0.38 0.21 -0.22
H -27.951518 -9.577478 0.336833 0.27 -0.17 -0.18
```
Positions in Å, forces in eV/Å.

(3)
The following is a DFT calculation (wB97M-V/def2-TZVPD) of 3 unconnected molecules or ions with the total composition C25H47N4O4.

Energy   -1500.4416 Ha
Multiplicity   3
E_HOMO (spin up / spin down)   -10.277 / -11.275 eV
Charge   +1
Max |F|   0.036 Eh/bohr

XYZ file:
```
80
Properties=species:S:1:pos:R:3:forces:R:3
O -3.908380 -1.564444 -2.770722 -1.05 -0.62 0.00
C -2.919949 -0.921456 -2.754649 0.45 0.06 -0.13
O -2.452851 -0.352103 -1.606672 0.13 0.21 0.31
C -2.153064 -0.603283 -4.013795 0.44 0.25 0.18
C -0.726966 -0.144749 -3.750858 -0.28 0.07 -0.15
C 0.052381 0.218869 -5.032337 0.00 -0.52 0.89
C 0.795245 -0.965285 -5.532144 -0.17 0.01 -0.56
C 0.425822 -2.026412 -6.304446 0.26 0.59 0.48
N 1.533600 -2.842586 -6.407154 0.14 -0.12 -0.01
C 2.549029 -2.314157 -5.741296 -0.16 0.60 0.30
N 2.119598 -1.167944 -5.208214 -0.22 -0.47 -0.22
H -1.731414 -0.865637 -1.220966 0.07 0.05 0.11
H -2.694814 0.211473 -4.491867 -0.15 0.03 -0.19
H -2.216839 -1.477966 -4.651591 -0.04 -0.13 -0.19
H -0.189403 -0.902289 -3.181672 0.17 -0.08 0.04
H -0.780765 0.727997 -3.113513 0.03 0.22 0.01
H 0.784378 0.968692 -4.751136 0.05 0.36 -0.26
H -0.636962 0.605554 -5.770855 0.07 0.18 -0.29
H -0.527936 -2.197607 -6.756386 -0.07 -0.35 -0.22
H 1.590517 -3.720159 -6.899778 -0.07 -0.03 -0.08
H 3.543812 -2.691567 -5.626603 0.15 -0.28 -0.11
H 2.658055 -0.535473 -4.637371 0.20 -0.01 0.05
C -1.074567 2.106443 0.331177 -0.08 0.19 0.02
C 0.429942 2.238337 0.024320 -1.18 -0.71 0.32
C 1.211632 2.484915 1.314153 0.33 0.37 0.14
C 1.036989 3.902050 1.857440 -0.03 -0.02 -0.10
C 1.378455 4.936081 0.783833 0.23 -0.31 0.29
C 0.593756 4.737431 -0.513655 -1.01 0.90 -0.05
N 0.689004 3.317607 -0.974773 1.74 -0.01 0.62
O 1.810956 3.106265 -1.587106 -0.50 -0.06 -0.45
C -0.876190 5.157153 -0.307745 -0.08 -0.16 0.09
C 1.141814 5.660258 -1.596570 0.32 -0.13 -0.20
C 0.834242 0.894335 -0.566506 0.35 -0.16 -0.12
H -1.649742 2.013694 -0.590696 -0.01 0.02 0.00
H -1.246363 1.204283 0.919962 0.11 -0.07 -0.04
H -1.492053 2.922294 0.913756 0.08 0.04 -0.05
H 2.276844 2.310522 1.129361 -0.02 0.01 -0.11
H 0.902689 1.751977 2.062650 -0.07 -0.07 -0.06
H 0.017284 4.047569 2.222806 -0.01 0.00 -0.03
H 1.689184 4.043282 2.720628 0.00 0.01 0.00
H 1.188894 5.942679 1.160724 -0.06 0.04 -0.08
H 2.450703 4.880820 0.570773 -0.02 -0.05 -0.10
H -1.503031 4.800827 -1.126187 0.01 -0.03 0.00
H -0.948503 6.243559 -0.285588 0.12 0.03 -0.06
H -1.304526 4.813697 0.630446 0.02 -0.05 -0.04
H 2.206969 5.514825 -1.764496 -0.04 -0.10 -0.01
H 0.995826 6.695444 -1.293339 -0.08 0.01 0.08
H 0.619878 5.506211 -2.542481 -0.01 -0.01 0.01
H 0.329992 0.724434 -1.517931 0.06 0.07 0.09
H 0.549557 0.095413 0.120444 -0.05 0.02 0.07
H 1.908605 0.815121 -0.726847 -0.02 0.10 -0.03
C -2.259139 -1.979113 3.855049 0.12 0.00 0.16
C -1.450638 -2.673467 2.743437 -1.13 0.54 0.52
C -1.371936 -4.177819 3.004595 0.37 -0.30 0.06
C -0.428191 -4.541934 4.149610 -0.01 0.10 -0.04
C 0.957324 -3.941097 3.917412 -0.24 -0.36 -0.17
C 0.925260 -2.431438 3.679942 0.37 0.67 1.14
N -0.080284 -2.084797 2.628085 0.45 -1.60 -0.86
O 0.405171 -2.300489 1.447924 -0.08 0.65 -0.03
C 0.623748 -1.696346 5.002049 -0.18 -0.02 0.02
C 2.303228 -1.947030 3.241600 0.09 -0.02 -0.39
C -2.228450 -2.417969 1.456101 0.22 0.00 -0.35
H -2.239178 -0.895953 3.727935 0.03 0.01 -0.01
H -3.298868 -2.300972 3.805874 0.00 -0.03 -0.13
H -1.920967 -2.210726 4.860534 0.03 0.01 -0.05
H -1.031062 -4.683970 2.095300 0.04 0.11 -0.04
H -2.375144 -4.554616 3.211435 -0.06 0.08 -0.02
H -0.839657 -4.204823 5.104101 0.01 0.02 0.00
H -0.347296 -5.627508 4.223469 0.00 0.00 0.01
H 1.604493 -4.151254 4.770926 0.04 0.10 0.02
H 1.413453 -4.433796 3.052542 -0.02 0.10 -0.06
H 0.355172 -0.655279 4.818245 -0.02 0.00 -0.02
H 1.509275 -1.701923 5.636133 0.10 -0.03 -0.10
H -0.164088 -2.157661 5.591544 -0.01 0.02 -0.06
H 2.663819 -2.469378 2.357479 -0.10 0.04 -0.03
H 3.018222 -2.125723 4.042781 -0.05 -0.01 0.10
H 2.291883 -0.876448 3.028333 -0.02 0.00 0.00
H -2.258245 -1.352220 1.218666 -0.01 0.01 0.04
H -3.253608 -2.762262 1.579371 -0.03 0.01 0.09
H -1.805632 -2.950989 0.605001 0.07 0.02 0.06
```
Positions in Å, forces in eV/Å.

Among the records above, which one has the lowest max |F|? C25H47N4O4

Number 3 is which compound? C25H47N4O4